[1]
Formula: C6H12
Source: OMol25
Level of theory: ωB97M-V with the def2-TZVPD basis set

XYZ file:
```
18
Properties=species:S:1:pos:R:3:forces:R:3:mulliken_charge:R:1
C 1.76062 1.01634 -0.55861 0.0 0.1 0.0 -1.038
C 1.39160 -0.24721 0.22075 -0.1 0.0 0.0 -0.575
C 0.17108 -0.88220 -0.41049 0.1 0.0 -0.1 -0.075
C -0.92110 -1.58740 0.34249 -0.1 -0.2 0.1 -0.774
C -1.20298 -0.26677 -0.32175 -0.1 0.1 -0.1 0.260
C -1.55683 0.92610 0.53998 0.0 0.0 0.0 -1.444
H 1.93682 0.76913 -1.61239 0.0 0.1 0.1 0.303
H 0.92582 1.72517 -0.52945 0.2 0.0 0.0 0.216
H 2.65693 1.51521 -0.17290 -0.1 -0.1 0.0 0.352
H 1.21736 -0.01236 1.27862 0.0 0.0 -0.2 0.263
H 2.22189 -0.96560 0.20039 -0.1 0.1 0.0 0.310
H 0.38894 -1.30928 -1.39033 0.0 0.1 0.1 0.345
H -0.87455 -1.57566 1.42986 0.0 0.0 -0.2 0.245
H -1.34919 -2.49470 -0.07354 0.1 0.1 0.1 0.274
H -1.76714 -0.30642 -1.25163 0.0 -0.1 0.2 0.351
H -2.62052 0.87239 0.80190 0.2 0.1 0.0 0.391
H -1.38888 1.88184 0.02929 0.0 -0.2 0.0 0.326
H -0.98988 0.94143 1.47780 0.0 0.0 -0.2 0.270
```
Forces are in eV/Å.

The calculation puts the orbital gap at 0.407 hartree. The largest force on an atom is 0.21 eV/Å. The energy above the lowest of the compared OMol25 structures with the same formula, charge and spin is 97.6 kJ/mol. Its SMILES is CC[C@H]1C[C@H]1C.

[2]
Formula: C6H12
Source: OMol25
Level of theory: ωB97M-V with the def2-TZVPD basis set

XYZ file:
```
18
Properties=species:S:1:pos:R:3:forces:R:3:mulliken_charge:R:1
C -1.64486 0.80051 0.73125 0.0 0.0 0.0 -1.550
C -0.67412 0.03600 -0.17140 0.0 0.0 0.0 0.648
C -1.11088 -1.42309 -0.30883 0.0 -0.1 0.0 -1.413
C 0.73993 0.15106 0.37850 -0.1 0.0 0.1 -0.155
C 1.92383 -0.42672 -0.34126 0.1 -0.2 -0.1 -0.622
C 1.75515 1.06468 -0.25073 0.0 0.2 0.0 -0.653
H -1.31938 1.83475 0.88722 0.0 -0.1 0.0 0.364
H -2.65585 0.81673 0.30904 0.1 0.0 0.0 0.399
H -1.70386 0.31491 1.71438 0.0 0.1 -0.1 0.348
H -0.69389 0.49625 -1.17063 0.0 -0.1 0.1 0.166
H -0.48337 -1.96086 -1.02737 -0.1 0.1 0.1 0.342
H -1.03422 -1.93964 0.65599 0.0 0.1 -0.1 0.324
H -2.15171 -1.49290 -0.64681 0.2 0.0 0.0 0.399
H 0.78772 0.07906 1.46556 0.0 0.0 -0.1 0.396
H 2.70257 -0.89396 0.25576 -0.1 0.1 -0.1 0.248
H 1.76242 -0.89923 -1.30738 0.0 0.1 0.1 0.258
H 1.46559 1.58579 -1.16096 0.0 -0.1 0.2 0.241
H 2.42870 1.62833 0.38894 -0.1 -0.1 -0.1 0.263
```
Forces are in eV/Å.

The calculation puts the orbital gap at 0.420 hartree. The largest force on an atom is 0.22 eV/Å. The energy above the lowest of the compared OMol25 structures with the same formula, charge and spin is 94.3 kJ/mol. Its SMILES is CC(C)C1CC1.

[3]
Formula: C6H12
Source: OMol25
Level of theory: ωB97M-V with the def2-TZVPD basis set

XYZ file:
```
18
Properties=species:S:1:pos:R:3:forces:R:3:mulliken_charge:R:1
C 0.86901 -0.88633 0.84938 0.0 -0.1 1.9 -1.966
C -0.26984 -0.16554 0.18365 0.8 0.4 -0.6 2.046
C -1.22181 -1.16166 -0.43331 -0.2 -1.0 0.8 -1.543
C -1.09614 0.62949 1.25151 1.6 -0.6 -0.4 -1.452
C 0.28004 0.69366 -0.96261 1.4 2.6 -0.9 -0.486
C 1.58805 1.11580 -1.19597 -2.5 -2.7 1.9 -0.807
H 0.41648 -1.40115 1.71921 0.4 -0.3 -0.4 0.404
H 1.53551 -0.17898 1.31794 0.3 0.5 0.2 0.477
H 1.52800 -1.54671 0.28989 -0.5 -0.2 -0.4 0.411
H -1.83289 -0.56464 -1.08522 -0.6 -0.4 -0.7 0.438
H -1.87791 -1.64073 0.34247 0.6 0.4 -0.6 0.343
H -0.64647 -1.97211 -0.91114 -0.5 0.4 -0.3 0.353
H -0.46056 1.34260 1.80227 -0.4 -0.1 -0.3 0.355
H -1.89336 1.11779 0.72083 -0.6 0.4 0.2 0.386
H -1.44774 -0.14207 1.95164 -0.2 0.5 -0.1 0.383
H -0.51086 1.19228 -1.65010 1.2 -1.0 1.1 0.143
H 2.46468 0.71771 -0.64327 -0.8 0.3 -0.2 0.208
H 1.82928 1.72351 -2.01038 0.1 0.9 -1.1 0.308
```
Forces are in eV/Å.

The calculation puts the orbital gap at 0.383 hartree. The largest force on an atom is 4.18 eV/Å. The energy above the lowest of the compared OMol25 structures with the same formula, charge and spin is 135.8 kJ/mol. Its SMILES is C=CC(C)(C)C.

[4]
Formula: C6H12
Source: OMol25
Level of theory: ωB97M-V with the def2-TZVPD basis set

XYZ file:
```
18
Properties=species:S:1:pos:R:3:forces:R:3:mulliken_charge:R:1
C -0.92060 -1.50750 0.61029 0.0 0.0 0.1 -1.427
C -0.07562 -1.06998 -0.56429 -0.2 0.0 0.0 0.085
C -0.15451 0.35048 -1.07299 -0.9 1.2 -0.3 0.101
C -1.05862 1.46029 -0.46146 0.3 -0.4 0.3 -1.392
C 1.11723 -0.15058 -0.42911 0.0 0.2 0.0 0.085
C 1.56798 0.42370 0.89263 0.0 0.0 0.1 -1.427
H -1.93211 -1.76926 0.27695 0.2 0.0 0.1 0.340
H -1.01789 -0.72390 1.36605 0.0 -0.1 -0.1 0.280
H -0.49146 -2.38662 1.10230 0.0 0.1 -0.1 0.354
H 0.04901 -1.86682 -1.30194 -0.1 0.4 0.0 0.346
H -0.20551 0.58479 -2.13184 0.6 -0.8 -0.2 0.325
H -0.57772 2.44569 -0.50408 0.1 -0.3 0.0 0.320
H -1.31940 1.28173 0.57833 0.0 0.0 0.2 0.304
H -2.01714 1.58740 -0.98787 0.4 -0.4 -0.1 0.367
H 1.96070 -0.39486 -1.08149 -0.4 0.2 0.0 0.347
H 0.72713 0.63119 1.55954 0.1 0.0 -0.1 0.280
H 2.10524 1.36649 0.73508 -0.1 -0.1 0.0 0.343
H 2.24330 -0.26225 1.41391 -0.1 0.1 0.0 0.368
```
Forces are in eV/Å.

The calculation puts the orbital gap at 0.402 hartree. The largest force on an atom is 1.55 eV/Å. The energy above the lowest of the compared OMol25 structures with the same formula, charge and spin is 112.5 kJ/mol. Its SMILES is C[C@H]1[C@@H](C)[C@H]1C.

[5]
Formula: C6H12
Source: OMol25
Level of theory: ωB97M-V with the def2-TZVPD basis set

XYZ file:
```
18
Properties=species:S:1:pos:R:3:forces:R:3:mulliken_charge:R:1
C -0.89033 -1.56192 0.53527 -0.1 0.0 0.1 -1.239
C 0.23430 -1.47712 -0.48049 0.0 -0.1 -0.1 0.274
C 0.34919 -0.35411 -1.46825 0.2 -0.2 0.2 -0.749
C -1.40428 1.92164 -0.50982 0.0 0.0 0.0 -0.891
C 1.38445 -0.53474 -0.39498 0.1 0.0 0.0 0.286
C 1.58183 0.47990 0.71820 0.0 0.1 0.0 -1.317
H -1.82934 -1.85996 0.05827 0.1 0.0 0.0 0.316
H -1.06451 -0.60987 1.04309 0.1 -0.1 -0.1 0.171
H -0.64039 -2.30336 1.30120 0.0 0.1 -0.1 0.343
H 0.43565 -2.43201 -0.97073 0.0 0.1 0.1 0.376
H -0.88831 1.21565 -1.17493 -0.1 0.2 0.1 0.339
H -0.66922 2.59245 -0.05728 -0.1 -0.1 -0.1 0.234
H -1.94571 1.37884 0.26975 0.1 0.1 -0.1 0.229
H -2.10898 2.49591 -1.11470 0.1 0.0 0.1 0.333
H 2.32587 -0.88746 -0.82106 -0.1 0.0 0.0 0.373
H 0.63667 0.78525 1.17612 0.1 -0.1 -0.1 0.253
H 2.07494 1.38327 0.34458 -0.1 -0.1 0.0 0.322
H 2.20638 0.04633 1.50617 -0.1 0.1 -0.1 0.348
```
Forces are in eV/Å.

The calculation puts the orbital gap at 0.308 hartree. The largest force on an atom is 0.37 eV/Å. The energy above the lowest of the compared OMol25 structures with the same formula, charge and spin is 478.0 kJ/mol.

[6]
Formula: C6H12
Source: OMol25
Level of theory: ωB97M-V with the def2-TZVPD basis set

XYZ file:
```
18
Properties=species:S:1:pos:R:3:forces:R:3:mulliken_charge:R:1
C -1.78855 0.20593 0.55147 0.1 0.4 -0.8 -0.656
C -0.99979 1.33858 1.09510 0.0 0.4 0.5 -0.534
C -0.76141 1.15173 -0.34872 -0.6 -0.3 0.1 -0.121
C 0.71835 0.72136 -0.62788 -0.4 -0.3 0.1 -0.873
C 0.80282 -0.79626 -0.49908 0.0 -0.3 -0.1 0.182
C 1.90580 -1.38638 0.35784 0.2 -0.1 0.0 -1.319
H -1.63454 -0.83957 0.39585 0.8 -0.3 0.9 0.234
H -0.10720 -1.08921 0.00598 0.3 -0.4 -0.2 -0.170
H -2.84101 0.30454 0.85524 0.1 0.6 -1.5 0.258
H -0.15668 1.25571 1.76987 0.1 0.0 0.0 0.219
H -1.69686 2.13372 1.31586 0.1 0.2 0.5 0.278
H -1.22089 1.72912 -1.13837 -0.1 0.5 0.4 0.394
H 1.39124 1.20513 0.10872 -0.5 -0.2 -0.1 0.352
H 1.11464 1.06943 -1.59886 -0.6 -0.2 0.2 0.411
H 0.74431 -1.24215 -1.49773 0.2 -0.1 0.1 0.356
H 2.90861 -1.27099 -0.06270 -0.1 0.0 0.1 0.337
H 1.69311 -2.45302 0.49003 0.3 0.1 0.0 0.354
H 1.88855 -0.92515 1.35661 0.1 -0.1 -0.2 0.299
```
Forces are in eV/Å.

The calculation puts the orbital gap at 0.382 hartree. The largest force on an atom is 1.59 eV/Å. The energy above the lowest of the compared OMol25 structures with the same formula, charge and spin is 266.3 kJ/mol. Its SMILES is CCCC1CC1.